{"formula": "C10H26N3O6P2S", "method": "ωB97M-V with the def2-TZVPD basis set", "spin_multiplicity": 1, "e_homo_ha": -0.39687, "charge": 1, "symbols": ["S", "P", "P", "O", "O", "O", "O", "O", "O", "N", "N", "N", "C", "C", "C", "C", "C", "C", "C", "C", "C", "C", "H", "H", "H", "H", "H", "H", "H", "H", "H", "H", "H", "H", "H", "H", "H", "H", "H", "H", "H", "H", "H", "H", "H", "H", "H", "H"], "xyz": [[-3.031067, -3.743723, -0.211102], [-2.788610, -1.888000, -0.755702], [-0.649275, -0.284320, 2.748672], [0.590069, 0.832351, 2.146822], [-2.216303, 0.510760, 2.960110], [0.647784, -2.267533, 1.328072], [-1.258929, -2.217386, -4.141267], [-0.236986, -0.818284, 4.180588], [3.387688, 3.451442, 2.581317], [-1.372935, -0.422865, -5.598535], [2.880217, 3.118396, 4.814809], [-0.084432, -0.889412, -1.004663], [-0.719593, -1.390085, -4.864785], [-0.737012, -1.711972, 1.425794], [0.750397, -3.143235, 0.132025], [-2.817742, -0.348060, -5.533364], [-0.660666, 0.521832, -6.433200], [3.496196, 3.759616, 3.761166], [3.059856, 3.545526, 6.186572], [-1.231047, -1.051378, 0.002408], [2.025975, 1.981115, 4.542462], [0.762423, -2.131813, -1.173922], [-2.583226, 0.806056, 2.075175], [1.610183, 1.579321, 5.470743], [-1.471192, -2.502693, 1.882097], [-1.565796, 0.064598, 0.261623], [-3.940821, -1.094660, -0.312719], [1.213603, 2.296441, 3.881050], [1.785078, -3.694489, 0.169405], [2.084977, 3.813567, 6.604040], [0.375517, -1.358460, -4.986413], [-3.238987, -1.300014, -5.869785], [-0.999968, 0.406542, -7.466688], [-2.824782, -1.816520, -2.215640], [-0.117885, -3.923951, 0.044097], [1.889491, -1.750258, -1.267083], [2.612305, 1.208523, 4.036650], [-0.482269, -0.525208, -1.902303], [3.490962, 2.720019, 6.760317], [-3.191311, 0.463419, -6.164216], [-0.879248, 1.535659, -6.085534], [-3.118891, -0.176622, -4.495845], [0.558737, -2.716261, -2.193755], [3.725999, 4.410461, 6.246175], [0.544412, -0.135678, -0.597820], [0.186684, 1.315699, 1.341765], [4.121938, 4.609625, 4.078958], [0.418476, 0.351911, -6.388572]], "forces_ev_per_a": [[0.379, 0.584, -0.039], [-1.313, -1.546, 0.055], [1.715, -0.167, 5.819], [-4.142, -1.370, -1.362], [2.909, -1.250, -2.843], [-2.270, -0.075, -1.426], [-0.062, 0.404, 0.356], [-1.512, 1.999, -5.902], [-0.178, -0.053, 0.674], [1.107, -1.293, 1.093], [0.788, 0.865, -1.042], [0.013, 0.598, 1.165], [-0.638, 1.129, -1.053], [0.490, -0.011, -0.040], [-0.176, 0.453, -0.678], [-0.154, -0.297, 0.079], [-0.075, 0.077, -0.111], [-0.508, -0.606, 0.442], [-0.083, -0.134, -0.074], [-0.821, 1.732, 1.129], [0.042, 0.082, -0.195], [3.063, -2.166, -1.039], [0.359, -0.256, 1.454], [0.133, 0.128, -0.166], [1.160, 1.382, -1.242], [0.645, -2.230, -0.799], [1.316, -0.010, -0.403], [0.110, -0.185, 0.168], [-2.105, 1.238, 0.027], [0.160, 0.025, 0.166], [-0.035, 0.068, -0.119], [-0.132, 0.185, 0.083], [0.166, 0.157, 0.060], [0.572, 0.697, 1.024], [1.510, 1.593, 0.361], [-2.562, -0.665, 0.204], [-0.244, -0.036, 0.028], [0.539, -0.590, 0.644], [-0.038, 0.182, 0.141], [0.183, -0.172, 0.142], [0.120, -0.012, -0.189], [-0.190, 0.006, -0.132], [-0.155, 1.491, 2.309], [-0.106, -0.150, -0.091], [-0.778, -1.099, -0.666], [1.043, -0.607, 1.878], [-0.049, -0.060, 0.092], [-0.197, -0.037, 0.020]], "nbo_charge": [-0.4902, 0.7245, 2.1284, -0.9154, -0.9045, -0.5173, -0.6663, -0.9755, -0.6423, -0.4171, -0.4329, -0.5472, 0.5168, -0.2403, -0.1047, -0.4192, -0.4045, 0.5312, -0.3992, -0.3809, -0.4170, -0.3085, 0.4788, 0.2171, 0.3010, 0.2264, 0.0244, 0.2037, 0.2560, 0.1974, 0.1210, 0.2291, 0.2154, 0.0690, 0.2388, 0.2476, 0.2120, 0.4612, 0.1997, 0.2251, 0.2027, 0.1937, 0.2887, 0.2140, 0.4564, 0.4714, 0.1144, 0.2168]}